a.
One molecule with the formula C4H8ClN, computed with ωB97M-V/def2-TZVPD.

Last column: Mulliken charge in e.
Atoms and positions in Å:
C (0.9363, -2.0672, -0.3501)  -0.797
C (1.0704, -0.3989, 0.2189)  0.442
Cl (2.5819, 0.3484, -0.0783)  -0.208
N (0.0153, 0.3737, 0.1286)  0.039
C (0.0247, 1.8013, -0.1761)  -0.907
C (-1.3904, -0.1826, 0.2245)  -1.266
H (1.8702, -2.4525, -0.1488)  0.303
H (0.0956, -2.6731, 0.2004)  0.156
H (-0.8579, 2.1597, 0.3557)  0.299
H (0.9937, 2.0955, 0.0366)  0.383
H (-0.1947, 2.0785, -1.2182)  0.303
H (-1.4547, -0.7190, 1.1874)  0.351
H (-2.1554, 0.4549, 0.2075)  0.471
H (-1.5350, -0.8186, -0.5881)  0.430

Gap between HOMO and LUMO in eV: 8.02
SMILES: C=C(Cl)N(C)C
HOMO level in eV: -7.37


b.
A 2-piece molecular cluster, C4H8ClN overall, computed with ωB97M-V/def2-TZVPD.

Last column: Mulliken charge in e.
Atoms and positions in Å:
C (1.4191, 1.3420, 0.1725)  -0.994
C (0.8252, 0.0045, 0.0891)  0.461
C (0.8312, -1.2611, 0.1895)  -0.467
C (0.5318, -0.6886, -1.1897)  -0.615
H (2.2104, 1.3902, 0.9042)  0.292
H (0.7967, 2.1903, 0.2572)  0.314
H (2.0962, 1.4464, -0.7530)  0.246
H (0.9323, -2.0908, 0.8453)  0.368
H (1.3855, -0.6883, -1.9916)  0.232
H (-0.5073, -0.5359, -1.5602)  0.167
N (-2.4507, -0.6047, 0.6412)  -0.502
Cl (-1.9310, 0.9718, 1.1429)  -0.081
H (-3.1310, -0.4503, -0.1771)  0.281
H (-3.0084, -1.0255, 1.4296)  0.298

Gap between HOMO and LUMO in eV: 9.52
SMILES: CC1=CC1.NCl
HOMO level in eV: -8.90


c.
One molecule with the formula C4H8ClN, computed with ωB97M-V/def2-TZVPD.

Last column: Mulliken charge in e.
Atoms and positions in Å:
C (-0.6190, -1.2925, -1.4493)  -0.757
N (0.4548, -0.7895, -0.5471)  -0.355
C (0.1784, -0.0815, 0.6759)  0.383
Cl (-0.3026, -1.0970, 2.0253)  -0.232
C (-0.4315, 1.2534, 0.5558)  -0.596
C (0.9728, 1.3928, 0.9719)  -0.668
H (-1.2548, -0.5786, -1.9341)  0.238
H (-0.0986, -1.8412, -2.3002)  0.296
H (-1.1656, -1.9505, -0.7888)  0.316
H (1.1921, -1.4199, -0.3631)  0.271
H (-1.0805, 1.6332, 1.2148)  0.335
H (-0.7223, 1.4228, -0.4714)  0.223
H (1.6835, 1.7111, 0.3617)  0.328
H (1.1933, 1.6373, 2.0486)  0.220

Gap between HOMO and LUMO in eV: 9.78
SMILES: CNC1(Cl)CC1
HOMO level in eV: -8.72


Stability ranking, top entry: c; the second entry is 216.7 kJ/mol less favorable.